Entry 1:
This record from the Open Molecules 2025 dataset describes a cluster of 2 separate species, C4H12 in total in a non-equilibrium geometry. The level of theory is the ωB97M-V functional and the def2-TZVPD basis.

Computed properties:
Relative energy (zero: lowest compared OMol25 entry of this formula, charge and spin) = 0.518 eV
SMILES = CC.CC
Calculated total energy = -4342.011 eV
HOMO-LUMO gap = 12.784 eV

Atoms and positions in Å:
C: -0.8116 1.0145 -1.6280
C: -0.4570 2.1134 -0.6367
H: -1.5894 0.3578 -1.2059
H: -0.1032 0.2285 -1.8668
H: -1.1886 1.4187 -2.5642
H: -0.8646 3.0589 -0.9995
H: 0.6127 2.2921 -0.5540
H: -0.8781 2.0032 0.3587
C: 0.1731 -2.1478 0.9461
C: 1.1097 -0.9499 1.3234
H: 0.3126 -3.0050 1.5975
H: 0.5101 -2.4726 -0.0393
H: -0.8720 -1.8615 0.9304
H: 0.4601 -0.2103 1.7800
H: 1.7852 -0.6905 0.5181
H: 1.7887 -1.2778 2.1165



Entry 2:
This record from the Open Molecules 2025 dataset describes a cluster of 2 separate species, C4H12 in total in a non-equilibrium geometry. The level of theory is the ωB97M-V functional and the def2-TZVPD basis.

Computed properties:
Relative energy (zero: lowest compared OMol25 entry of this formula, charge and spin) = 0.804 eV
SMILES = CC.CC
Calculated total energy = -4341.724 eV
HOMO-LUMO gap = 12.452 eV

Atoms and positions in Å:
C: -0.9181 -1.7450 0.0589
C: -1.9772 -1.6267 1.1767
H: 0.0365 -1.4041 0.3782
H: -0.7839 -2.8823 -0.0611
H: -1.0373 -1.4559 -0.9286
H: -2.9336 -2.1008 1.0076
H: -2.2033 -0.5668 1.4860
H: -1.5209 -1.9950 2.1352
C: 0.6446 1.5682 -0.4727
C: 2.1619 1.8765 -0.8761
H: -0.0418 2.3870 -0.7452
H: 0.3057 0.7191 -1.0132
H: 0.5093 1.4080 0.6297
H: 2.5070 1.9795 -1.9034
H: 2.5699 2.7983 -0.3197
H: 2.6811 1.0401 -0.5522



Entry 3:
This record from the Open Molecules 2025 dataset describes a cluster of 2 separate species, C4H12 in total in a non-equilibrium geometry. The level of theory is the ωB97M-V functional and the def2-TZVPD basis.

Computed properties:
Relative energy (zero: lowest compared OMol25 entry of this formula, charge and spin) = 1.656 eV
SMILES = CC.CC
Calculated total energy = -4340.872 eV
HOMO-LUMO gap = 12.246 eV

Atoms and positions in Å:
C: 1.2715 -0.8911 2.4714
C: 1.0823 -0.4185 1.0653
H: 1.8975 -0.2934 3.0288
H: 0.1933 -0.8090 3.0470
H: 1.4752 -1.9042 2.5095
H: 0.0811 -0.1816 0.7523
H: 1.4479 -1.1557 0.3286
H: 1.6227 0.5488 0.8899
C: -0.4934 1.0586 -1.5763
C: -1.7624 0.3068 -2.0257
H: 0.1093 0.2211 -1.0371
H: 0.0960 1.5749 -2.3512
H: -0.7057 1.6044 -0.6662
H: -2.2122 0.7950 -2.6876
H: -1.5463 -0.6974 -2.4904
H: -2.5568 0.2413 -1.2583



Entry 4:
This record from the Open Molecules 2025 dataset describes a cluster of 2 separate species, C4H12 in total in a non-equilibrium geometry. The level of theory is the ωB97M-V functional and the def2-TZVPD basis.

Computed properties:
Relative energy (zero: lowest compared OMol25 entry of this formula, charge and spin) = 1.381 eV
SMILES = CC.CC
Calculated total energy = -4341.147 eV
HOMO-LUMO gap = 12.397 eV

Atoms and positions in Å:
C: -0.4344 1.2796 -1.6407
C: 0.8096 0.4041 -1.4648
H: -0.9452 0.7350 -2.3498
H: -0.8769 1.4308 -0.6885
H: -0.3418 2.2828 -2.0513
H: 0.6090 -0.5387 -1.0763
H: 1.6954 1.0130 -1.1325
H: 1.3116 0.2301 -2.4936
C: -0.3887 -0.2385 2.0348
C: -0.0519 -1.4345 1.1004
H: 0.1073 -0.3731 3.0593
H: 0.1918 0.5892 1.6139
H: -1.4582 -0.0413 2.3161
H: 0.6573 -1.1631 0.3442
H: 0.3298 -2.2358 1.6571
H: -0.8872 -1.9931 0.6224



Entry 5:
This record from the Open Molecules 2025 dataset describes a cluster of 2 separate species, C4H12 in total in a non-equilibrium geometry. The level of theory is the ωB97M-V functional and the def2-TZVPD basis.

Computed properties:
Relative energy (zero: lowest compared OMol25 entry of this formula, charge and spin) = 0.487 eV
SMILES = CC.CC
Calculated total energy = -4342.041 eV
HOMO-LUMO gap = 12.726 eV

Atoms and positions in Å:
C: -1.7713 -0.1692 -0.7399
C: -1.9591 -0.1934 -2.2597
H: -0.8686 0.2647 -0.3415
H: -2.6792 0.2331 -0.2880
H: -1.7723 -1.1972 -0.3559
H: -2.6859 0.5402 -2.6063
H: -1.0222 0.0750 -2.7582
H: -2.2342 -1.1666 -2.6634
C: 1.2147 -0.2079 1.4716
C: 2.5396 0.5751 1.5468
H: 0.4639 0.4032 0.9921
H: 1.3329 -1.2115 1.0745
H: 0.8057 -0.3332 2.4803
H: 2.4583 1.4788 0.9327
H: 3.3095 0.0574 0.9738
H: 2.8680 0.8514 2.5410



Entry 6:
This record from the Open Molecules 2025 dataset describes a cluster of 2 separate species, C4H12 in total in a non-equilibrium geometry. The level of theory is the ωB97M-V functional and the def2-TZVPD basis.

Computed properties:
Relative energy (zero: lowest compared OMol25 entry of this formula, charge and spin) = 0.809 eV
SMILES = CC.CC
Calculated total energy = -4341.720 eV
HOMO-LUMO gap = 12.184 eV

Atoms and positions in Å:
C: -0.2413 -0.0649 -1.6188
C: -0.0474 0.7337 -2.9253
H: -0.9484 0.3776 -0.9169
H: -0.5012 -1.1013 -1.8683
H: 0.6270 -0.2663 -1.0078
H: -0.6893 1.6122 -2.9699
H: -0.2378 0.0696 -3.7616
H: 0.9812 1.0887 -3.0264
C: 0.4091 -0.8316 2.7260
C: -0.1356 0.1672 1.7670
H: 1.2976 -1.3911 2.4041
H: 0.7431 -0.4581 3.7179
H: -0.2450 -1.5876 3.1601
H: -1.2397 0.1458 1.6724
H: 0.3421 0.3166 0.8165
H: -0.1265 1.1696 2.2192



Entry 7:
This record from the Open Molecules 2025 dataset describes a cluster of 2 separate species, C4H12 in total in a non-equilibrium geometry. The level of theory is the ωB97M-V functional and the def2-TZVPD basis.

Computed properties:
Relative energy (zero: lowest compared OMol25 entry of this formula, charge and spin) = 0.977 eV
SMILES = CC.CC
Calculated total energy = -4341.551 eV
HOMO-LUMO gap = 12.497 eV

Atoms and positions in Å:
C: 1.3614 -0.5553 0.5130
C: 2.8639 -0.8251 0.3160
H: 0.7991 -1.1895 1.1767
H: 1.1534 0.5538 0.5962
H: 0.9536 -0.9079 -0.4340
H: 3.5182 -0.0868 0.7387
H: 3.3704 -1.7489 0.5745
H: 3.0936 -0.9606 -0.7581
C: -2.2887 0.0798 -0.7557
C: -1.9571 1.3673 -0.0207
H: -3.3528 -0.0487 -0.6665
H: -2.0102 0.0095 -1.8476
H: -1.6928 -0.7841 -0.4405
H: -2.2390 2.2313 -0.6021
H: -2.4200 1.3733 0.9159
H: -0.8738 1.2218 0.2053



Entry 8:
This record from the Open Molecules 2025 dataset describes a cluster of 2 separate species, C4H12 in total in a non-equilibrium geometry. The level of theory is the ωB97M-V functional and the def2-TZVPD basis.

Computed properties:
Relative energy (zero: lowest compared OMol25 entry of this formula, charge and spin) = 0.312 eV
SMILES = CC.CC
Calculated total energy = -4342.217 eV
HOMO-LUMO gap = 12.666 eV

Atoms and positions in Å:
C: 1.4886 -0.4699 0.9245
C: 1.7226 1.0247 1.1118
H: 0.4253 -0.6985 1.0000
H: 1.6955 -0.8621 -0.0762
H: 2.0150 -1.1245 1.6162
H: 2.5955 1.2054 1.7400
H: 0.9239 1.4584 1.7145
H: 1.8042 1.5781 0.1791
C: -1.1647 -0.5279 -1.6617
C: -1.9793 -0.0999 -0.4289
H: -1.6963 -0.1458 -2.5314
H: -0.2309 0.0244 -1.5800
H: -0.9956 -1.6007 -1.6860
H: -2.3894 0.9094 -0.5613
H: -1.3610 0.0461 0.4537
H: -2.8535 -0.7173 -0.2143